# 1
DFT (wB97M-V/def2-TZVPD) results for C26H28N3RuS3Sb2 as an isolated structure at a distorted geometry.

## Properties
- HOMO energy (spin up / spin down): -7.249 / -7.143 eV
- Molar mass: 823.322 Da
- Relative energy (zero: lowest compared OMol25 entry of this formula, charge and spin): 51.5 kJ/mol
- E: -2941.8190 hartree

```
! wB97M-V def2-TZVPD RIJCOSX def2/J DEFGRID3
* xyz 0 2
Ru -0.30 0.32 0.64
C 1.88 -1.55 2.78
C 1.04 -0.52 3.47
C 1.36 -0.18 4.80
C 0.58 0.70 5.49
C -0.59 1.20 4.88
C -1.51 2.03 5.57
C -2.67 2.41 4.96
C -2.96 1.99 3.65
C -2.07 1.21 2.94
S -2.45 0.62 1.34
C -0.84 0.82 3.55
N 0.03 0.03 2.84
H 2.35 -2.19 3.52
H 2.65 -1.09 2.16
H 1.25 -2.17 2.14
H 2.24 -0.62 5.25
H 0.83 0.99 6.51
H -1.28 2.33 6.58
H -3.38 3.04 5.48
H -3.89 2.27 3.18
S 2.01 0.29 -0.02
C 2.40 1.98 -0.14
C 3.66 2.29 -0.74
N 4.66 2.53 -1.25
C 1.57 2.97 0.30
S 0.00 2.65 0.98
C 1.92 4.34 0.17
N 2.16 5.47 0.08
C 1.69 -3.06 -0.53
Sb -0.22 -2.18 -0.26
C -1.17 -3.72 0.86
C -0.97 -2.75 -2.20
C -0.17 -2.15 -3.31
C 0.91 -2.85 -3.84
C 1.71 -2.31 -4.84
C 1.42 -1.05 -5.33
C 0.34 -0.35 -4.83
C -0.47 -0.88 -3.82
C -1.62 -0.07 -3.31
Sb -1.09 1.20 -1.66
C 0.10 2.57 -2.75
C -2.90 2.30 -1.59
H 1.55 -4.09 -0.84
H 2.26 -3.04 0.40
H 2.24 -2.51 -1.29
H -1.05 -4.67 0.34
H -2.23 -3.49 0.98
H -0.72 -3.80 1.85
H -2.03 -2.53 -2.25
H -0.85 -3.84 -2.20
H 1.12 -3.84 -3.46
H 2.54 -2.88 -5.22
H 2.03 -0.61 -6.11
H 0.10 0.63 -5.23
H -2.47 -0.69 -3.01
H -1.96 0.62 -4.08
H -0.45 2.83 -3.65
H 1.06 2.12 -3.02
H 0.27 3.46 -2.15
H -3.16 2.60 -2.60
H -2.75 3.18 -0.96
H -3.70 1.69 -1.16
*
```

How is the electron density shared among the atoms? According to Löwdin, the charges in e are: Ru 0.03; C -0.06; C -0.30; C -0.01; C 0.01; C -0.16; C -0.03; C -0.07; C -0.10; C -0.62; S 0.54; C -0.26; N 0.02; H 0.09; H 0.05; H 0.02; H 0.12; H 0.12; H 0.11; H 0.11; H 0.10; S 0.59; C -0.73; C -0.28; N 0.17; C -0.73; S 0.64; C -0.29; N 0.17; C -0.30; Sb 1.31; C -0.29; C -0.30; C -0.29; C -0.06; C -0.08; C -0.08; C -0.05; C -0.29; C -0.30; Sb 1.29; C -0.26; C -0.31; H 0.02; H 0.00; H 0.00; H 0.01; H 0.01; H 0.00; H 0.06; H 0.07; H 0.11; H 0.10; H 0.10; H 0.11; H 0.06; H 0.07; H 0.02; H 0.02; H 0.01; H 0.01; H 0.01; H -0.01

# 2
DFT (wB97M-V/def2-TZVPD) results for a 16-piece molecular cluster, C6H36N2O16 overall.

## Properties
- HOMO energy: -10.093 eV
- Molar mass: 392.352 Da
- E: -1563.5334 hartree

```
! wB97M-V def2-TZVPD RIJCOSX def2/J DEFGRID3
* xyz 0 1
N 2.64 3.22 1.69
C 1.89 2.62 1.06
C 0.84 1.85 0.39
C -0.34 1.69 1.38
C -1.19 0.56 0.99
N -1.95 -0.21 0.59
C -1.16 3.00 1.53
C -2.32 3.07 0.56
O -2.26 3.73 -0.45
H 0.52 2.34 -0.52
H 1.26 0.86 0.20
H 0.09 1.48 2.36
H -0.48 3.83 1.32
H -1.52 3.07 2.55
H -3.24 2.51 0.81
O -1.99 -0.74 3.86
H -1.63 -1.56 4.23
H -1.94 -0.86 2.90
O -5.14 1.48 0.85
H -5.28 0.74 1.44
H -6.00 1.93 0.80
O -8.01 2.26 0.77
H -8.21 1.52 1.35
H -8.84 2.74 0.71
O 1.84 -1.11 -0.82
H 2.17 -1.95 -0.48
H 1.86 -1.22 -1.78
O 3.12 -1.55 1.67
H 3.87 -1.19 2.15
H 2.73 -0.79 1.21
O 1.36 -3.89 -0.41
H 1.14 -4.62 0.18
H 0.54 -3.37 -0.43
O -0.57 -2.65 5.58
H -0.98 -3.45 5.93
H -0.17 -2.22 6.35
O 4.30 4.26 4.07
H 4.15 3.96 3.17
H 5.08 3.78 4.36
O 2.52 -1.95 -3.82
H 2.74 -1.49 -4.63
H 2.27 -2.83 -4.11
O 3.14 -3.82 -5.95
H 3.11 -4.07 -6.88
H 3.90 -4.30 -5.59
O -1.69 6.55 -1.50
H -2.05 5.73 -1.15
H -1.33 7.00 -0.74
O -2.25 -0.46 -3.02
H -2.12 0.48 -2.84
H -2.73 -0.78 -2.25
O 6.22 -1.56 1.87
H 6.19 -1.82 0.95
H 6.96 -2.04 2.25
O 1.77 -2.84 -8.46
H 2.06 -2.15 -7.86
H 1.08 -2.43 -8.99
O -1.65 -4.06 0.00
H -1.89 -4.78 0.59
H -2.43 -3.50 -0.03
*
```

How is the electron density shared among the atoms? According to Löwdin, the charges in e are: N 0.19; C -0.18; C -0.11; C -0.27; C -0.17; N 0.21; C -0.08; C -0.23; O 0.05; H 0.14; H 0.09; H 0.15; H 0.12; H 0.13; H 0.10; O -0.08; H -0.01; H -0.02; O -0.06; H 0.04; H 0.00; O -0.05; H 0.05; H 0.05; O -0.07; H 0.01; H 0.02; O -0.06; H 0.02; H 0.00; O -0.06; H 0.04; H 0.02; O -0.04; H 0.05; H 0.05; O -0.09; H -0.03; H 0.02; O -0.05; H 0.03; H 0.02; O -0.05; H 0.03; H 0.05; O -0.07; H -0.01; H 0.03; O -0.06; H 0.03; H 0.01; O -0.05; H 0.04; H 0.04; O -0.05; H 0.03; H 0.04; O -0.05; H 0.04; H 0.04

# 3
DFT (wB97M-V/def2-TZVPD) results for the molecule C16H15N5O3 at a distorted geometry.

## Properties
- HOMO energy: -7.558 eV
- Molar mass: 325.328 Da
- SMILES: CCc1ccc(/N=c2\c([N+](=O)[O-])nn(-c3ccccc3)n2O)cc1
- Relative energy (zero: lowest compared OMol25 entry of this formula, charge and spin): 1992.9 kJ/mol
- E: -1117.4381 hartree

```
! wB97M-V def2-TZVPD RIJCOSX def2/J DEFGRID3
* xyz 0 1
C -1.18 -1.60 6.14
H -1.76 -2.49 5.69
H -0.12 -1.80 5.98
H -1.36 -1.85 7.18
C -1.99 -0.38 5.61
C -1.64 -0.01 4.12
C -2.59 -0.32 3.21
C -2.41 -0.50 1.88
C -1.21 0.10 1.36
C -0.31 0.65 2.35
C -0.25 0.44 3.68
H 0.39 0.73 4.27
H 0.43 1.11 1.91
N -1.02 0.37 0.11
C -0.11 0.14 -0.67
C 1.32 -0.21 -0.66
N 1.68 -0.18 -1.81
N 0.98 0.38 -2.66
C 1.32 0.40 -3.87
C 0.55 1.41 -4.76
C 0.77 1.45 -6.16
C 2.11 1.05 -6.68
C 2.87 0.15 -5.80
C 2.55 0.07 -4.52
H 3.10 -0.98 -3.89
H 3.62 -0.34 -6.16
H 2.02 1.18 -7.69
H 0.29 2.05 -6.64
H -0.39 1.91 -4.41
N -0.12 0.82 -1.90
O -1.27 0.81 -2.49
H -2.01 0.66 -1.82
N 1.96 -1.07 0.45
O 3.00 -1.25 0.21
O 1.21 -1.39 1.31
H -2.96 -0.78 1.32
H -3.53 -1.15 3.64
H -2.72 -0.05 5.98
H -1.21 0.47 6.21
*
```

How is the electron density shared among the atoms? According to Löwdin, the charges in e are: C -0.12; H 0.09; H 0.07; H 0.05; C -0.15; C -0.18; C -0.08; C 0.01; C -0.24; C -0.03; C 0.06; H 0.02; H 0.06; N 0.17; C -0.19; C -0.07; N 0.18; N -0.05; C -0.18; C 0.04; C -0.04; C 0.01; C -0.10; C -0.06; H 0.19; H 0.04; H 0.05; H -0.01; H 0.10; N -0.05; O 0.03; H 0.16; N -0.41; O 0.21; O 0.12; H -0.04; H 0.20; H -0.04; H 0.17

# 4
DFT (wB97M-V/def2-TZVPD) results for the molecule C13H12N4O5S at a distorted geometry.

## Properties
- HOMO energy: -8.139 eV
- Molar mass: 336.329 Da
- SMILES: NS(=O)(=O)c1ccc(N/N=C/c2cccc(O)c2)c([N+](=O)[O-])c1
- Relative energy (zero: lowest compared OMol25 entry of this formula, charge and spin): 135.4 kJ/mol
- E: -1495.8302 hartree

```
! wB97M-V def2-TZVPD RIJCOSX def2/J DEFGRID3
* xyz 0 1
O -0.99 1.88 -4.27
O -5.66 -1.47 -2.24
O -4.66 -1.36 -4.47
O 0.94 1.40 -3.25
N 0.85 0.40 0.47
O 4.86 2.70 4.53
C 2.62 -0.22 4.49
C 3.54 0.77 4.92
C 2.09 -0.16 3.18
C 3.45 1.88 2.80
C -1.39 -0.95 -0.56
C -2.60 -1.48 -1.03
C -2.21 -0.26 -3.14
C 3.97 1.80 4.10
C 2.49 0.93 2.34
C -1.00 0.29 -2.62
C -0.66 -0.07 -1.31
C -2.97 -1.17 -2.37
C 1.88 1.15 1.01
N -4.27 -3.38 -3.06
N -0.29 1.25 -3.42
N 0.46 0.51 -0.75
S -4.50 -1.75 -3.05
H 5.00 3.44 3.90
H 2.35 -1.03 5.18
H 3.93 0.69 5.92
H 1.36 -0.88 2.84
H 3.77 2.67 2.11
H -0.98 -1.26 0.38
H -3.20 -2.19 -0.46
H -2.57 0.06 -4.12
H 2.29 1.96 0.42
H -5.18 -3.78 -3.28
H -3.63 -3.56 -3.80
H 0.92 1.18 -1.39
*
```

How is the electron density shared among the atoms? According to Löwdin, the charges in e are: O 0.07; O -0.30; O -0.33; O 0.05; N 0.05; O 0.06; C -0.06; C -0.02; C -0.04; C 0.02; C 0.00; C 0.00; C 0.05; C -0.34; C -0.20; C -0.07; C -0.17; C -0.27; C -0.03; N -0.07; N -0.29; N 0.00; S 0.62; H 0.13; H 0.11; H 0.11; H 0.10; H 0.12; H 0.11; H 0.13; H 0.12; H 0.10; H 0.08; H 0.06; H 0.13

# 5
DFT (wB97M-V/def2-TZVPD) results for a 2-piece molecular cluster, C4H3F3 overall at a distorted geometry.

## Properties
- HOMO energy: -11.686 eV
- Molar mass: 108.062 Da
- Relative energy (zero: lowest compared OMol25 entry of this formula, charge and spin): 214.8 kJ/mol
- E: -453.6844 hartree

```
! wB97M-V def2-TZVPD RIJCOSX def2/J DEFGRID3
* xyz 0 1
C -0.21 -0.92 -0.76
C 0.55 -1.03 0.31
C -0.34 0.56 -0.66
C 0.35 0.45 0.68
F -2.08 1.14 -0.50
F 1.51 1.22 0.86
F -0.35 0.63 1.84
H -0.64 -1.62 -1.54
H 1.18 -1.86 0.91
H 0.03 1.44 -1.15
*
```

How is the electron density shared among the atoms? According to Löwdin, the charges in e are: C 0.00; C 0.07; C 0.05; C -0.46; F -0.26; F 0.05; F 0.10; H 0.14; H 0.18; H 0.14

# 6
DFT (wB97M-V/def2-TZVPD) results for a 2-piece molecular cluster, C5H11BrSi overall at a distorted geometry.

## Properties
- HOMO energy: -8.645 eV
- Molar mass: 179.133 Da
- Relative energy (zero: lowest compared OMol25 entry of this formula, charge and spin): 285.1 kJ/mol
- E: -3060.5281 hartree

```
! wB97M-V def2-TZVPD RIJCOSX def2/J DEFGRID3
* xyz 0 1
C -1.33 0.04 -0.59
C -2.24 -1.12 0.03
C 2.14 -1.01 0.07
C 2.00 2.25 -0.01
C -3.49 -1.42 -0.26
Si 1.34 0.52 -0.57
Br 1.52 0.37 -2.91
H -1.60 -0.07 -1.65
H -1.63 0.96 -0.29
H -1.55 -1.68 0.67
H 2.15 -1.22 1.22
H 1.66 -1.84 -0.44
H 3.20 -1.07 -0.22
H 2.73 2.74 -0.62
H 1.20 2.89 0.39
H 2.58 1.74 0.80
H -3.93 -0.87 -1.07
H -3.83 -2.42 0.00
*
```

How is the electron density shared among the atoms? According to Löwdin, the charges in e are: C -0.12; C -0.25; C -0.30; C -0.22; C -0.04; Si 0.41; Br 0.19; H 0.02; H -0.04; H 0.07; H 0.08; H 0.02; H 0.03; H 0.02; H 0.03; H 0.02; H 0.05; H 0.05